Record 1
{
  "formula": "C6H10N2O",
  "method": "ωB97M-V with the def2-TZVPD basis set",
  "elements": ["C", "C", "C", "N", "N", "C", "C", "C", "O", "H", "H", "H", "H", "H", "H", "H", "H", "H", "H"],
  "xyz": [[1.00069, 1.61293, -0.58564], [-1.25940, -0.73584, 0.44781], [0.33216, 1.20566, 0.69196], [-0.61629, -1.89782, 0.90392], [0.30163, -1.16049, -1.49481], [-0.76666, -0.28713, -0.98325], [-0.37386, 1.12594, -0.68131], [1.02270, 0.91294, 1.79445], [-2.39515, -0.47582, 0.87227], [-0.97116, -2.24459, 1.78490], [0.39076, -1.90549, 0.78100], [-0.08900, -2.09452, -1.60769], [0.60520, -0.82190, -2.40363], [1.17727, 2.67632, -0.70135], [1.81369, 0.98366, -0.92586], [-1.62031, -0.28619, -1.66778], [-1.19640, 1.83291, -0.72945], [2.02496, 0.49927, 1.71286], [0.61915, 1.06015, 2.79161]],
  "nbo_charge": [-0.4499, 0.7001, -0.0378, -0.8429, -0.8493, -0.1512, -0.1971, -0.3923, -0.6106, 0.3964, 0.3997, 0.3774, 0.3687, 0.2281, 0.2153, 0.2120, 0.2476, 0.1874, 0.1982],
  "gap_ha": 0.3361,
  "largest_force_ha_per_bohr": 0.094
}

=====

Record 2
{
  "formula": "C6H10N2O2",
  "method": "ωB97M-V with the def2-TZVPD basis set",
  "elements": ["O", "C", "C", "C", "C", "C", "N", "N", "C", "H", "H", "H", "H", "H", "H", "H", "H", "O", "H", "H"],
  "xyz": [[-2.18488, 1.48025, 0.44629], [-1.69785, 0.20995, 0.27633], [-0.90618, -0.23178, -0.91609], [-0.28173, -0.28856, 0.45985], [0.98241, 0.44335, 0.82584], [2.18453, -0.08724, 0.15886], [3.03122, -0.78246, -0.25732], [-0.75482, -1.43483, 1.23469], [-2.17277, -1.00340, 1.06583], [-2.74367, 1.71819, -0.30003], [-1.15495, -1.15080, -1.45263], [-0.54245, 0.59184, -1.53350], [0.88525, 1.50512, 0.55123], [1.14438, 0.39681, 1.91339], [-0.53537, -2.33928, 0.82209], [-2.62675, -0.73691, 2.03048], [-2.82038, -1.71145, 0.52983], [3.64555, 1.43754, -1.92706], [2.70321, 1.54729, -2.18453], [3.84523, 0.43638, -1.74354]],
  "nbo_charge": [-0.6821, 0.2330, -0.4604, 0.1042, -0.5263, 0.3331, -0.3729, -0.5964, -0.2361, 0.4815, 0.2173, 0.2249, 0.2620, 0.2739, 0.3577, 0.2062, 0.1850, -0.9691, 0.4631, 0.5012],
  "gap_ha": 0.3608,
  "largest_force_ha_per_bohr": 0.061
}

=====

Record 3
{
  "formula": "C6H10N2O2",
  "method": "ωB97M-V with the def2-TZVPD basis set",
  "elements": ["C", "C", "N", "C", "O", "N", "C", "C", "C", "H", "H", "H", "H", "H", "H", "H", "H", "H", "O", "H"],
  "xyz": [[0.55132, 2.09454, 0.19097], [0.61149, 0.58009, 0.26478], [-0.21378, 0.09216, 1.36144], [-0.29046, -1.20146, 1.78627], [-1.14294, -1.56024, 2.59082], [0.38740, -1.57997, -0.85747], [0.22637, -0.13469, -1.05799], [-1.15903, 0.16319, -1.44888], [-2.31694, 0.35811, -1.73933], [-0.47829, 2.44251, 0.02388], [0.90687, 2.53178, 1.13274], [1.18342, 2.45846, -0.62828], [1.65856, 0.28945, 0.45123], [-0.69880, 0.76547, 1.93716], [-0.21544, -2.14610, -1.44606], [0.89383, 0.25680, -1.84172], [-3.34280, 0.46776, -2.04392], [1.35225, -2.07531, -0.85088], [0.82834, -2.07021, 1.51372], [1.25863, -1.73233, 0.66152]],
  "nbo_charge": [-0.6211, -0.0327, -0.6665, 0.9026, -0.6124, -0.8653, -0.1270, -0.0432, -0.1922, 0.2249, 0.2240, 0.2234, 0.1829, 0.4199, 0.4020, 0.2070, 0.2450, 0.3743, -0.7173, 0.4718],
  "gap_ha": 0.3714,
  "largest_force_ha_per_bohr": 0.060
}

=====

Record 4
{
  "formula": "C6H10N2O2",
  "method": "ωB97M-V with the def2-TZVPD basis set",
  "elements": ["C", "C", "C", "C", "C", "C", "N", "N", "O", "O", "H", "H", "H", "H", "H", "H", "H", "H", "H", "H"],
  "xyz": [[0.92172, 1.10523, -0.17094], [-2.32869, 0.36746, 0.43319], [1.95537, 0.68579, 0.75338], [2.22616, -0.78203, 0.41103], [1.86036, -0.84725, -1.05569], [-3.59691, -0.16884, 0.07562], [0.58748, -0.02586, -1.05497], [-0.60501, -0.33127, -1.23180], [-1.47598, -0.43868, 0.77508], [0.28754, 2.09912, -0.18142], [-2.01503, 1.48964, 0.43832], [2.91975, 1.22104, 0.45161], [1.69966, 0.87293, 1.77618], [3.27782, -1.11450, 0.67789], [1.44825, -1.39419, 0.89437], [2.62987, -0.23595, -1.54490], [1.82938, -1.87775, -1.38362], [-4.24085, 0.49105, 0.66232], [-3.82791, -1.20980, 0.19432], [-3.55300, 0.09387, -0.91997]],
  "nbo_charge": [0.6724, 0.4266, -0.5184, -0.3966, -0.2242, -0.7107, -0.3452, -0.0157, -0.5686, -0.5374, 0.1626, 0.2242, 0.2578, 0.2193, 0.2208, 0.1949, 0.2320, 0.2243, 0.2403, 0.2420],
  "spin_multiplicity": 3,
  "gap_ha": [0.2843, 0.3392],
  "largest_force_ha_per_bohr": 0.094
}

=====

Record 5
{
  "formula": "C6H10N2O2S",
  "method": "ωB97M-V with the def2-TZVPD basis set",
  "elements": ["C", "C", "C", "C", "C", "C", "N", "N", "O", "O", "S", "H", "H", "H", "H", "H", "H", "H", "H", "H", "H"],
  "xyz": [[-0.49475, 1.32077, 0.87495], [-1.02239, -0.12877, 1.69991], [0.32493, 0.93173, -0.29339], [-0.46962, -0.12689, -1.15448], [1.80052, 0.53897, 0.12913], [0.30025, -0.96828, -2.15019], [-0.78340, 2.33867, 1.55144], [-1.35661, -0.38972, 2.86026], [-2.18530, -2.00698, 0.11461], [0.24789, -2.18428, 0.33318], [-0.88214, -1.34343, 0.25390], [0.29764, 1.90524, -0.81730], [-1.34907, 0.36170, -1.35155], [1.70197, -0.42284, 0.59532], [1.96001, 1.14490, 0.92637], [2.64865, 0.61537, -0.67704], [-0.45333, -1.43575, -2.69853], [0.81633, -1.78898, -1.76365], [1.06720, -0.29649, -2.71122], [-0.53364, 3.21955, 1.10234], [-1.63516, -1.28446, 3.17596]],
  "nbo_charge": [0.3002, 0.0624, -0.3264, -0.3688, -0.6066, -0.6383, -0.5553, -0.5682, -0.9329, -0.9522, 2.0113, 0.2269, 0.2263, 0.2385, 0.2137, 0.2342, 0.2328, 0.2551, 0.2210, 0.3425, 0.3840],
  "gap_ha": 0.3261,
  "largest_force_ha_per_bohr": 0.110
}

=====

Record 6
{
  "formula": "C6H10N2O3S2",
  "method": "ωB97M-V with the def2-TZVPD basis set",
  "elements": ["C", "C", "C", "C", "C", "C", "N", "N", "O", "O", "O", "S", "S", "H", "H", "H", "H", "H", "H", "H", "H", "H", "H"],
  "xyz": [[1.31851, 0.34413, 0.81224], [-0.73313, 1.48709, -0.03494], [0.69025, -0.10721, -1.48894], [1.99712, -0.79436, -1.42301], [0.17683, 0.26192, -0.12659], [-1.59131, -0.66258, 1.85182], [1.22091, 0.55559, 2.05941], [-1.30721, 1.74680, -1.18582], [-0.82934, 2.14332, 0.94643], [0.01920, -2.34158, 0.56142], [-1.76663, -1.21618, -0.77347], [2.90507, -0.03233, 0.00388], [-0.83343, -1.19981, 0.33172], [0.84790, 0.84579, -2.16271], [-0.15947, -0.63244, -1.94337], [1.99121, -1.90704, -1.16512], [2.66950, -0.73615, -2.37603], [-1.50485, -1.48864, 2.72233], [-0.96308, 0.23935, 2.04733], [-2.63713, -0.48847, 1.60158], [2.12328, 0.68424, 2.54441], [-1.36164, 0.98336, -1.74899], [-2.27256, 2.31521, -1.05358]],
  "nbo_charge": [0.2015, 0.6879, -0.4725, -0.5133, -0.5082, -0.9156, -0.6336, -0.7843, -0.5650, -0.9211, -0.9662, 0.2026, 2.1830, 0.2420, 0.2645, 0.2463, 0.2442, 0.2762, 0.3126, 0.2533, 0.3632, 0.3900, 0.4129],
  "gap_ha": 0.3552,
  "largest_force_ha_per_bohr": 0.125
}

=====

Record 7
{
  "formula": "C6H10N2O4",
  "method": "ωB97M-V with the def2-TZVPD basis set",
  "elements": ["C", "C", "C", "C", "C", "C", "N", "N", "O", "O", "O", "O", "H", "H", "H", "H", "H", "H", "H", "H", "H", "H"],
  "xyz": [[-0.23190, -1.22794, 0.35034], [-0.61932, -1.35522, 1.60678], [1.67779, 0.83708, 0.08372], [-1.16736, -0.75180, -0.64474], [0.43525, 1.53841, -0.28147], [1.91244, -0.53151, -0.51880], [-0.38271, 2.08171, 0.53156], [-2.25267, -0.05259, -0.42753], [-2.62505, 0.26176, 0.84127], [-3.00688, 0.29698, -1.29760], [1.10191, -1.44336, 0.01522], [1.80551, -0.45194, -1.92764], [0.19049, -1.44798, 2.27269], [-1.59268, -1.54993, 1.84652], [2.57446, 1.65087, -0.09142], [1.57854, 0.66390, 1.11460], [-1.00104, -0.80623, -1.76091], [0.29710, 1.67992, -1.33477], [2.93660, -0.86291, -0.29543], [-3.31528, 0.88161, 0.75102], [-0.16186, 1.85366, 1.53469], [1.84667, -1.26448, -2.36811]],
  "nbo_charge": [0.2479, -0.4269, -0.5178, -0.1640, 0.1283, 0.3876, -0.6117, 0.4187, -0.5145, -0.4656, -0.5116, -0.7448, 0.2050, 0.2188, 0.2461, 0.2176, 0.2450, 0.1827, 0.1588, 0.4960, 0.3246, 0.4798],
  "gap_ha": 0.3225,
  "largest_force_ha_per_bohr": 0.065
}

=====

Record 8
{
  "formula": "C6H10N2O5",
  "method": "ωB97M-V with the def2-TZVPD basis set",
  "elements": ["C", "C", "C", "C", "C", "C", "H", "H", "H", "H", "H", "H", "H", "H", "H", "H", "N", "N", "O", "O", "O", "O", "O"],
  "xyz": [[1.61999, 0.03937, -2.47903], [1.07889, 0.16572, -1.28782], [-0.24377, -0.48536, -1.17459], [-0.35768, 0.23090, 1.24717], [-1.61740, 0.54718, 2.17311], [-2.25048, -0.64551, 2.60434], [4.42941, 0.56998, -1.63691], [3.29551, -0.28304, -3.49771], [0.31104, -0.66580, -3.05959], [1.66944, 0.57910, -0.41221], [-1.54311, -1.15883, 0.16721], [0.34253, -0.44379, 1.69137], [-0.30528, 1.12642, 0.97385], [-2.38543, 1.46860, 1.68643], [-1.42204, 1.05418, 2.81986], [-3.16968, 0.36864, 4.30882], [2.91160, 0.73917, -2.83844], [-0.88794, -0.39346, 0.05717], [3.59398, 1.23556, -1.56861], [1.14192, -0.59140, -3.63090], [-0.85454, -1.17098, -2.07545], [-3.21458, -0.46527, 3.64784], [-2.14237, -1.82137, 2.28410]],
  "nbo_charge": [0.5038, -0.5536, 0.6489, -0.2230, -0.4378, 0.7840, 0.4729, 0.3723, 0.5093, 0.2718, 0.4206, 0.2200, 0.2106, 0.2434, 0.1754, 0.4887, -0.3377, -0.6110, -0.5668, -0.6580, -0.6588, -0.7331, -0.5417],
  "gap_ha": 0.3483,
  "largest_force_ha_per_bohr": 0.344
}

=====

Record 9
{
  "formula": "C6H10N2OS",
  "method": "ωB97M-V with the def2-TZVPD basis set",
  "elements": ["C", "C", "C", "C", "C", "C", "N", "N", "O", "S", "H", "H", "H", "H", "H", "H", "H", "H", "H", "H"],
  "xyz": [[2.15261, -0.67798, -0.51121], [4.30934, -0.65594, -0.18322], [2.47519, 0.50857, 0.06015], [-1.90558, -0.04713, -1.17776], [-1.17948, -0.19782, 1.13956], [-1.98422, 0.51856, 0.03806], [3.33661, -1.40066, -0.63646], [3.82586, 0.57230, 0.23016], [0.54983, 2.19380, -0.81761], [1.51845, 1.87224, 0.43557], [1.19148, -0.92114, -0.95367], [5.33068, -0.86466, -0.34581], [-2.49643, 0.26802, -2.01271], [-1.26198, -0.87203, -1.14539], [-0.40646, 1.84768, -0.84007], [-0.60876, -1.03601, 0.76424], [-1.79658, -0.58955, 1.90279], [-0.52376, 0.48103, 1.67874], [-2.48730, 1.48385, 0.21790], [4.41650, 1.35026, 0.51134]],
  "nbo_charge": [-0.0931, 0.1575, -0.1497, -0.4137, -0.6584, -0.1906, -0.4441, -0.5272, -0.8844, 0.5723, 0.2135, 0.2005, 0.2108, 0.1919, 0.5170, 0.2116, 0.2191, 0.2287, 0.2096, 0.4289],
  "gap_ha": 0.3211,
  "largest_force_ha_per_bohr": 0.047
}

=====

Record 10
{
  "formula": "C6H10N2OS",
  "method": "ωB97M-V with the def2-TZVPD basis set",
  "elements": ["C", "C", "C", "C", "C", "C", "N", "N", "O", "S", "H", "H", "H", "H", "H", "H", "H", "H", "H", "H"],
  "xyz": [[2.75421, 0.10272, -0.41425], [1.71336, -0.76787, -0.78818], [2.54753, 0.52152, 0.89901], [0.91592, -0.81526, 0.34206], [-2.07133, -0.21817, -1.31201], [-1.61237, 1.04435, 0.71576], [1.30988, 0.05139, 1.25586], [-1.80330, -0.22237, 0.10821], [-1.00393, -2.66716, -0.14827], [-0.94969, -1.52093, 0.69865], [3.60461, 0.49844, -0.94937], [1.55811, -1.04510, -1.77459], [3.00122, 1.31815, 1.49138], [-3.13490, 0.16392, -1.46680], [-1.38692, 0.46355, -1.83708], [-2.03826, -1.06239, -1.85806], [-0.47494, 1.37211, 0.84391], [-2.03872, 1.81289, 0.12524], [-1.86075, 1.04778, 1.83689], [0.97027, -0.07756, 2.23162]],
  "nbo_charge": [-0.2751, -0.3350, -0.1081, -0.0575, -0.4208, -0.4361, -0.5441, -0.6635, -0.9407, 1.4595, 0.2215, 0.2314, 0.2112, 0.1982, 0.1842, 0.2310, 0.1957, 0.2254, 0.2085, 0.4141],
  "gap_ha": 0.3286,
  "largest_force_ha_per_bohr": 0.093
}

=====

Record 11
{
  "formula": "C6H10N2S",
  "method": "ωB97M-V with the def2-TZVPD basis set",
  "elements": ["C", "C", "C", "C", "C", "C", "N", "N", "S", "H", "H", "H", "H", "H", "H", "H", "H", "H", "H"],
  "xyz": [[-1.69166, 0.47225, 0.66652], [1.18648, -0.28396, 0.74350], [-1.72238, -1.83396, -0.23007], [-0.52398, -2.44190, 0.37681], [-1.34293, 1.81711, 0.66300], [2.36847, 1.18831, -0.76951], [-1.77855, -0.55448, 0.01430], [1.79794, 0.79096, 0.48793], [0.92312, -1.65757, -0.27008], [-2.31611, -2.35090, -0.82304], [0.90356, -0.54179, 1.80447], [-0.67722, -2.35307, 1.49068], [-0.41960, -3.42850, 0.09117], [-0.24659, 1.84610, 1.15422], [-2.00642, 2.34999, 1.31005], [-1.05161, 2.22473, -0.30423], [1.70081, 0.95164, -1.61927], [3.41384, 0.90096, -0.77464], [2.39473, 2.23919, -0.69294]],
  "nbo_charge": [0.2561, -0.0739, -0.1794, -0.5688, -0.7471, -0.4538, -0.2551, -0.4555, 0.2469, 0.1988, 0.1895, 0.2219, 0.2328, 0.2979, 0.2485, 0.2307, 0.1933, 0.2160, 0.2012],
  "gap_ha": 0.2893,
  "largest_force_ha_per_bohr": 0.093
}

=====

Record 12
{
  "formula": "C6H10N3O3",
  "method": "ωB97M-V with the def2-TZVPD basis set",
  "elements": ["C", "C", "C", "C", "C", "C", "N", "N", "N", "O", "O", "O", "H", "H", "H", "H", "H", "H", "H", "H", "H", "H"],
  "xyz": [[0.75518, -1.02424, 0.94711], [0.63534, -1.80928, -0.32483], [1.51536, 0.27505, -0.84352], [1.63822, 1.40818, 1.30710], [0.88088, -1.34497, -2.70387], [-2.06581, 0.19826, 0.92936], [1.39974, 0.22933, 0.59597], [1.08669, -0.91504, -1.26318], [-2.08701, -1.25080, 0.90900], [0.38024, -1.25924, 2.09434], [1.87859, 1.23225, -1.49658], [-1.68638, -1.65590, -0.29139], [0.65376, 1.73851, 1.73964], [2.46385, 1.15827, 2.12935], [2.03577, 2.08297, 0.53937], [1.53560, -2.20156, -3.01380], [-0.14004, -1.67348, -2.97780], [1.08764, -0.42731, -3.37369], [-2.18096, 0.55588, 1.99105], [-0.97057, 0.55191, 0.74647], [-2.78662, 0.53867, 0.34341], [-1.55410, -1.58911, 1.62237]],
  "nbo_charge": [0.5243, -0.0776, 0.7710, -0.4115, -0.3997, -0.4251, -0.5164, -0.4932, -0.2728, -0.6710, -0.6811, -0.4477, 0.1910, 0.1815, 0.2361, 0.1953, 0.2153, 0.2039, 0.1699, 0.1768, 0.1799, 0.3511],
  "total_charge": -1,
  "gap_ha": [0.2711, 0.2309],
  "largest_force_ha_per_bohr": 0.130
}